1.
This record from the Open Molecules 2025 dataset describes one molecule with the formula C26H29FN4O5. The level of theory is the ωB97M-V functional and the def2-TZVPD basis.

Cartesian coordinates (Å):
1 C 7.00 -1.00 -2.06
2 C 5.66 -1.26 -1.49
3 C 5.16 -1.16 -0.23
4 C 3.80 -1.55 -0.37
5 N 3.53 -1.85 -1.62
6 O 4.68 -1.67 -2.33
7 N 2.82 -1.66 0.58
8 C 2.95 -1.34 1.90
9 O 3.97 -0.93 2.41
10 C 1.67 -1.58 2.70
11 C 0.68 -0.42 2.52
12 H -0.08 -0.49 3.31
13 C -0.02 -0.47 1.18
14 O 0.05 -1.45 0.44
15 N -0.73 0.62 0.82
16 C -1.10 1.71 1.70
17 C -0.19 2.89 1.56
18 C -0.46 4.21 1.35
19 C 0.80 4.86 1.30
20 C 1.73 3.89 1.48
21 O 1.14 2.70 1.65
22 H 2.80 3.91 1.52
23 H 0.98 5.91 1.15
24 H -1.42 4.67 1.24
25 H -2.12 2.02 1.44
26 H -1.11 1.35 2.73
27 C -1.29 0.65 -0.54
28 C -1.16 2.03 -1.13
29 C 0.12 2.47 -1.49
30 C 0.35 3.72 -2.02
31 C -0.72 4.57 -2.21
32 C -2.00 4.16 -1.87
33 C -2.22 2.90 -1.34
34 H -3.21 2.59 -1.07
35 H -2.84 4.82 -2.02
36 H -0.56 5.56 -2.62
37 H 1.36 4.01 -2.27
38 F 1.17 1.64 -1.30
39 C -2.70 0.05 -0.42
40 O -3.68 0.70 -0.11
41 N -2.70 -1.27 -0.60
42 H -1.81 -1.75 -0.71
43 C -3.85 -2.11 -0.38
44 H -4.69 -1.43 -0.23
45 C -4.08 -3.06 -1.57
46 H -5.15 -3.20 -1.73
47 C -3.45 -4.38 -1.14
48 C -3.83 -4.46 0.34
49 C -3.63 -3.03 0.85
50 H -2.61 -2.90 1.21
51 H -4.32 -2.79 1.66
52 H -4.87 -4.76 0.43
53 H -3.22 -5.18 0.89
54 H -2.36 -4.33 -1.24
55 H -3.81 -5.23 -1.71
56 H -3.65 -2.66 -2.48
57 H -0.66 -0.03 -1.13
58 H 1.20 0.53 2.63
59 H 1.20 -2.51 2.38
60 H 1.95 -1.65 3.75
61 H 1.90 -1.91 0.24
62 H 5.64 -0.86 0.67
63 H 7.40 -1.91 -2.51
64 H 7.67 -0.67 -1.27
65 H 6.95 -0.24 -2.83

Computed properties:
multiplicity	1
gap between HOMO and LUMO	9.3	eV
LUMO energy	0.02423	hartree
HOMO level	-8.67	eV
SMILES string	Cc1cc(NC(=O)CCC(=O)N(Cc2ccco2)[C@@H](C(=O)NC2CCCC2)c2ccccc2F)no1

How is the electron density shared among the atoms? According to Löwdin, the charges in e are: -0.0044 -0.3178 0.0564 -0.2988 0.1027 -0.0042 0.1660 -0.4596 0.0783 -0.0815 -0.0698 0.1297 -0.4063 0.0233 0.0252 -0.0386 -0.2595 -0.0242 -0.0539 -0.1078 0.0360 0.1235 0.1031 0.1158 0.1405 0.1343 -0.1145 -0.1019 -0.2248 -0.0057 -0.0753 -0.0775 -0.0172 0.1068 0.1039 0.1058 0.1222 0.0853 -0.4131 0.0588 0.1124 0.1309 -0.2818 0.1422 -0.1390 0.1144 -0.1952 -0.1931 -0.1239 0.1076 0.1098 0.1103 0.1061 0.1115 0.1067 0.1132 0.1558 0.1209 0.1212 0.1241 0.1217 0.1032 0.0875 0.0853 0.0872

***

2.
This record from the Open Molecules 2025 dataset describes a 2-piece molecular cluster, C3H10N overall. The level of theory is the ωB97M-V functional and the def2-TZVPD basis.

Cartesian coordinates (Å):
1 C -0.55 -1.21 0.74
2 C -1.22 1.27 -0.95
3 C 0.20 0.06 0.57
4 N 1.62 -0.17 -0.04
5 H -1.66 -1.02 0.56
6 H -0.17 -1.77 -0.11
7 H -0.43 -1.80 1.57
8 H -0.67 1.01 -1.81
9 H -0.99 2.28 -0.39
10 H -2.24 0.98 -0.94
11 H 0.25 0.80 1.24
12 H 1.88 0.82 -0.31
13 H 1.68 -0.84 -0.83
14 H 2.28 -0.41 0.70

Computed properties:
multiplicity	1
gap between HOMO and LUMO (spin up / spin down)	9.2 / 9.2	eV
total charge	+1
LUMO energy (spin up / spin down)	-0.15702 / -0.15695	hartree
HOMO level (spin up / spin down)	-13.47 / -13.47	eV

How is the electron density shared among the atoms? According to Löwdin, the charges in e are: -0.0961 0.1552 -0.1424 0.1764 0.1147 0.0808 0.0515 -0.0092 0.0838 0.0112 0.0542 0.1815 0.1774 0.1610

***

Computed molecular weight (g mol⁻¹) in order:
496.5 60.1
Computed energy above the lowest of the compared OMol25 structures with the same formula, charge and spin (eV) in order:
2.510 4.191
Computed calculated total energy (a.u.) in order:
-1703.27589 -174.65754